1.
ORCA calculation (wB97M-V/def2-TZVPD) on 6 unconnected molecules or ions with the total composition C24H46N3O6 at a distorted geometry.

Geometry as XYZ:
```
79
Properties=species:S:1:pos:R:3
C 6.07 -0.20 0.31
C 6.01 0.97 -0.72
C 4.51 1.40 -0.88
C 3.63 0.19 -1.12
C 3.81 -0.87 -1.92
N 2.66 -1.64 -1.76
C 1.84 -1.08 -0.91
N 2.40 0.04 -0.48
N 1.93 1.01 0.41
C 0.70 1.65 -0.07
C 1.84 0.54 1.79
C 1.19 -0.78 2.18
O 2.30 1.25 2.65
H 5.85 -1.16 -0.17
H 7.06 -0.21 0.79
H 5.29 -0.05 1.06
H 6.42 0.66 -1.69
H 6.54 1.84 -0.33
H 4.18 2.04 -0.08
H 4.46 2.00 -1.80
H 4.63 -1.09 -2.57
H 2.43 -2.51 -2.22
H 0.87 -1.45 -0.60
H 0.01 0.98 -0.60
H 0.24 2.17 0.77
H 1.00 2.43 -0.78
H 0.21 -0.90 1.71
H 1.19 -0.95 3.25
H 1.81 -1.58 1.73
C -3.14 -2.08 -0.87
C -2.65 -0.73 -0.43
O -1.57 -0.30 -0.80
C -3.53 0.07 0.48
H -2.41 -2.54 -1.52
H -3.29 -2.72 0.00
H -4.08 -1.97 -1.42
H -3.70 -0.48 1.41
H -4.49 0.27 -0.01
H -3.06 1.01 0.72
C -5.49 -6.50 0.38
C -5.33 -5.50 -0.74
O -4.38 -4.75 -0.79
C -6.40 -5.47 -1.80
H -4.65 -6.41 1.06
H -6.41 -6.30 0.92
H -5.51 -7.51 -0.03
H -7.37 -5.23 -1.34
H -6.46 -6.44 -2.29
H -6.16 -4.71 -2.54
C 2.37 5.33 -0.97
C 2.75 5.34 -2.42
O 3.76 4.79 -2.82
C 1.83 6.07 -3.37
H 3.12 4.77 -0.40
H 2.32 6.34 -0.58
H 1.41 4.84 -0.85
H 1.76 7.12 -3.08
H 0.84 5.61 -3.34
H 2.22 6.00 -4.38
C 0.29 10.03 0.67
C 1.23 9.21 -0.18
O 0.90 8.14 -0.65
C 2.60 9.79 -0.44
H -0.66 9.50 0.77
H 0.72 10.18 1.66
H 0.10 10.99 0.20
H 3.13 9.93 0.50
H 2.51 10.74 -0.96
H 3.17 9.10 -1.06
C -2.52 -8.59 3.29
C -3.83 -9.08 2.73
O -3.99 -9.21 1.53
C -4.92 -9.41 3.71
H -1.82 -8.39 2.48
H -2.68 -7.67 3.85
H -2.08 -9.35 3.94
H -5.18 -8.53 4.29
H -4.59 -10.21 4.38
H -5.80 -9.75 3.17
```

Results
total charge: +1
largest force on an atom: 1.9 eV/Å
electronic energy: -1557.527412 hartree
HOMO level: -11.24 eV

Results of the Mulliken charge analysis, in e, for atoms 1 through 4:
1 C -0.959
2 C -0.647
3 C -0.372
4 C 0.126

2.
ORCA calculation (wB97M-V/def2-TZVPD) on 2 unconnected molecules or ions with the total composition C24H46O12S3Si at a distorted geometry.

Geometry as XYZ:
```
86
Properties=species:S:1:pos:R:3
C 0.70 -3.57 2.70
C -0.40 -2.94 1.84
O 0.14 -2.02 0.90
C -0.68 -1.86 -0.24
C -1.89 -1.00 0.15
C -2.96 -0.84 -0.93
C -4.21 -0.18 -0.37
O -5.29 -0.28 -1.32
C -5.59 0.84 -2.02
O -6.00 1.83 -1.54
O -1.52 0.27 0.73
S -0.70 1.30 -0.21
O -0.58 2.47 0.63
O 0.80 0.64 -0.13
C 1.21 -0.28 -1.15
S 1.48 0.56 -2.83
C 1.26 2.35 -2.67
C 2.38 3.13 -2.01
O 3.42 3.33 -2.54
O 2.04 3.60 -0.81
C 2.87 4.66 -0.30
C 2.05 5.65 0.50
C 2.94 6.49 1.41
O 1.41 6.52 -0.47
C 0.30 7.21 -0.05
O 0.38 8.36 0.20
C -1.01 6.45 0.00
S -1.68 6.37 1.69
Si 3.01 -0.79 -0.60
C 3.10 -1.43 1.16
C 4.03 0.78 -0.59
C 3.87 -1.95 -1.78
C 0.11 -1.34 -1.46
C 0.53 -2.42 -2.49
C 0.74 -3.89 -2.10
C 1.38 -4.21 -0.75
O -0.57 -4.50 -2.20
H 1.03 -2.90 3.50
H 0.30 -4.48 3.15
H 1.55 -3.87 2.09
H -0.97 -3.73 1.33
H -1.08 -2.40 2.51
H -1.12 -2.83 -0.52
H -2.35 -1.54 0.99
H -2.57 -0.21 -1.74
H -3.21 -1.82 -1.36
H -4.53 -0.65 0.56
H -4.02 0.88 -0.14
H -5.43 0.71 -3.10
H 0.29 2.63 -2.27
H 1.28 2.68 -3.72
H 3.65 4.22 0.32
H 3.34 5.18 -1.14
H 1.29 5.13 1.10
H 2.37 6.94 2.22
H 3.40 7.30 0.82
H 3.75 5.89 1.84
H -0.91 5.45 -0.41
H -1.73 7.02 -0.59
H -1.16 5.18 1.99
H 3.21 -2.52 1.22
H 2.26 -1.11 1.77
H 4.01 -1.00 1.60
H 3.56 1.56 0.02
H 4.17 1.17 -1.60
H 5.02 0.56 -0.17
H 4.04 -1.46 -2.75
H 4.86 -2.15 -1.34
H 3.39 -2.92 -1.96
H -0.63 -0.75 -2.02
H -0.26 -2.46 -3.25
H 1.42 -2.08 -3.04
H 1.36 -4.33 -2.89
H 2.23 -4.90 -0.87
H 1.74 -3.33 -0.21
H 0.66 -4.71 -0.10
H -0.49 -5.42 -1.92
C -5.40 -4.49 3.44
C -3.95 -4.45 3.02
O -3.43 -3.12 3.00
H -6.01 -3.88 2.78
H -5.78 -5.52 3.43
H -5.53 -4.10 4.46
H -3.83 -4.82 2.01
H -3.34 -5.07 3.69
H -3.51 -2.75 3.89
```

Results
largest force on an atom: 1.5 eV/Å
electronic energy: -3328.982216 hartree
HOMO level: -8.92 eV

Results of the Mulliken charge analysis, in e, for atoms 1 through 4:
1 C -1.470
2 C -0.346
3 O 0.195
4 C -0.271

3.
ORCA calculation (wB97M-V/def2-TZVPD) on 3 unconnected molecules or ions with the total composition C24H47BBr2N5O15P4S2 at a distorted geometry.

Geometry as XYZ:
```
100
Properties=species:S:1:pos:R:3
C 3.18 -1.25 0.08
C 2.19 -0.76 -1.15
O 0.98 -0.17 -0.49
C -0.21 -0.32 -1.32
C -1.59 0.33 -0.73
P -1.24 2.19 -0.53
P 0.23 2.69 0.97
O 0.65 1.54 1.98
O -0.31 4.12 1.84
O 1.73 3.16 0.14
O -2.63 -0.02 -1.69
C -3.93 0.57 -1.45
C -5.06 0.14 -2.61
Br -6.48 1.45 -3.28
C -5.14 -1.16 -3.33
C -6.31 -1.46 -4.48
Br -3.86 -2.65 -3.05
C -4.50 0.63 0.09
P -6.01 -0.63 0.11
N -5.61 -2.14 -0.26
N -5.13 1.90 0.53
C -6.60 1.97 0.74
C -7.39 1.88 2.22
O -7.52 2.26 -0.23
C -4.81 3.21 -0.06
C -4.08 4.35 0.94
O -5.09 3.73 -1.26
N -3.45 0.22 1.18
N -3.29 1.38 1.88
C -2.43 1.48 2.88
O -1.63 1.35 3.98
P -4.19 -0.84 2.47
N -2.96 -1.56 3.53
O -5.17 0.10 3.58
C -2.21 -0.43 0.63
C -2.24 -2.04 0.33
B -0.99 -2.90 1.07
O -1.22 -3.74 2.29
O 0.40 -2.94 0.54
H 3.24 -2.43 0.08
H 2.78 -0.92 1.15
H 4.27 -0.85 -0.04
H 1.92 -1.71 -1.78
H 2.79 0.03 -1.79
H 0.02 0.30 -2.32
H -0.27 -1.43 -1.66
H -0.60 2.56 -1.80
H -0.47 3.88 2.81
H 1.56 4.01 -0.39
H -3.70 1.66 -1.90
H -7.39 -1.22 -4.09
H -6.06 -0.92 -5.51
H -6.32 -2.62 -4.76
H -7.06 -0.24 -0.85
H -6.72 -0.68 1.37
H -5.90 -2.74 0.57
H -8.27 2.69 2.24
H -6.63 2.20 3.05
H -7.90 0.84 2.39
H -4.74 4.31 1.94
H -2.99 3.99 1.18
H -4.17 5.44 0.53
H -3.25 -2.55 3.72
H -2.87 -1.07 4.45
H -5.57 -0.50 4.27
H -1.26 -0.37 1.36
H -2.04 -2.34 -0.81
H -3.19 -2.63 0.60
H -2.06 -4.25 2.08
H 0.75 -3.90 0.57
C 7.27 -0.66 4.05
C 6.32 -1.79 4.41
C 5.67 -2.28 3.11
S 6.85 -1.93 1.81
O 6.27 -0.93 0.93
O 7.39 -3.18 1.32
C 8.06 -1.14 2.85
H 7.93 -0.40 4.89
H 6.69 0.24 3.78
H 6.89 -2.61 4.87
H 5.56 -1.48 5.13
H 5.47 -3.35 3.14
H 4.75 -1.73 2.90
H 8.55 -0.34 2.30
H 8.80 -1.90 3.14
C 7.01 0.38 -5.23
C 7.11 1.57 -4.28
C 5.75 1.75 -3.61
S 5.00 0.12 -3.58
O 3.83 0.14 -4.43
O 4.96 -0.36 -2.21
C 6.31 -0.72 -4.44
H 7.99 0.06 -5.59
H 6.40 0.66 -6.10
H 7.88 1.36 -3.52
H 7.41 2.48 -4.81
H 5.85 2.12 -2.59
H 5.10 2.41 -4.19
H 5.90 -1.50 -5.07
H 6.98 -1.15 -3.69
```

Results
total charge: +1
largest force on an atom: 11.5 eV/Å
electronic energy: -9678.949190 hartree
HOMO level: -11.25 eV

Results of the Mulliken charge analysis, in e, for atoms 1 through 4:
1 C -0.506
2 C -0.148
3 O 0.197
4 C -1.126